# C39H42N7O4S7Y

A molecular structure, C39H42N7O4S7Y (ωB97M-V/def2-TZVPD, the Open Molecules 2025 dataset).

```
100
Properties=species:S:1:pos:R:3
Y -1.220 -0.325 1.876
C 3.389 1.289 1.402
C 1.952 1.142 1.851
N 1.090 0.579 1.076
N 1.652 0.257 -0.185
C 1.529 -0.987 -0.483
S 0.763 -2.256 0.367
S 2.439 -1.501 -1.973
C 3.901 -0.461 -1.845
C 4.916 -0.842 -0.787
C 4.681 -1.820 0.173
C 5.640 -2.098 1.142
C 6.845 -1.411 1.165
C 7.085 -0.425 0.213
C 6.125 -0.145 -0.748
C 1.614 1.638 3.200
C 2.265 2.790 3.656
C 2.034 3.322 4.909
C 1.146 2.651 5.758
C 0.509 1.506 5.344
C 0.695 0.978 4.047
O 0.044 -0.093 3.690
H 3.754 0.336 1.024
H 4.018 1.608 2.229
H 3.469 2.007 0.581
H 3.545 0.555 -1.655
H 4.377 -0.471 -2.829
H 3.732 -2.346 0.177
H 5.430 -2.851 1.892
H 7.588 -1.632 1.921
H 8.014 0.133 0.228
H 6.306 0.637 -1.479
H 2.945 3.305 2.985
H 2.523 4.237 5.219
H 0.938 3.048 6.746
H -0.202 0.993 5.980
O -4.293 3.322 7.394
C -3.908 2.814 6.355
S -2.665 3.490 5.315
C -2.702 2.261 4.051
C -3.566 1.247 4.238
S -3.878 -0.100 3.146
S -4.522 1.295 5.714
S -1.686 2.508 2.654
C -4.010 -1.245 -0.709
N -3.007 -1.978 0.051
C -2.320 -2.912 -0.835
C -3.664 -2.742 1.124
C -2.675 -3.369 2.077
C -2.859 -4.694 2.469
C -2.006 -5.272 3.404
C -0.982 -4.501 3.942
C -0.815 -3.180 3.529
C -1.633 -2.566 2.570
H -4.718 -1.939 -1.194
H -3.534 -0.640 -1.481
H -4.572 -0.594 -0.040
H -3.063 -3.578 -1.315
H -1.616 -3.515 -0.271
H -1.767 -2.369 -1.601
H -4.315 -3.514 0.676
H -4.308 -2.054 1.674
H -3.678 -5.275 2.049
H -2.142 -6.305 3.708
H -0.316 -4.926 4.687
H -0.014 -2.600 3.981
C 1.715 0.652 -4.822
N 0.901 -0.507 -5.112
C 1.474 -1.603 -5.880
C 0.401 -2.692 -5.778
N -0.360 -2.229 -4.631
C -0.137 -0.927 -4.341
S -1.012 -0.048 -3.228
H 1.846 1.259 -5.720
H 2.690 0.337 -4.448
H 1.230 1.235 -4.043
H 2.424 -1.917 -5.434
H 1.656 -1.299 -6.911
H 0.832 -3.676 -5.601
H -0.214 -2.733 -6.680
H -1.215 -2.651 -4.314
O -1.041 2.537 -5.920
C -0.488 3.449 -4.970
N -0.944 3.178 -3.639
C -1.929 3.915 -3.043
O -2.332 4.978 -3.487
C -2.534 3.271 -1.837
C -3.824 3.618 -1.472
C -4.425 2.930 -0.434
C -3.722 1.918 0.200
N -2.468 1.591 -0.133
C -1.896 2.272 -1.116
H -1.116 1.670 -5.498
H -0.822 4.444 -5.243
H 0.602 3.406 -5.003
H -0.831 2.225 -3.312
H -4.326 4.408 -2.015
H -5.425 3.172 -0.100
H -4.149 1.371 1.035
H -0.854 2.028 -1.301
```

Its LUMO energy is 3.29 eV. As for the orbital gap: 4.39 eV. Its net charge is -2.

***

# C36H47Cl34F5O2S2

18 unconnected molecules or ions with the total composition C36H47Cl34F5O2S2 at a distorted geometry (ωB97M-V/def2-TZVPD, the Open Molecules 2025 dataset).

```
126
Properties=species:S:1:pos:R:3
O 0.207 -2.180 1.068
C 0.369 -1.478 0.098
C -0.462 -0.246 -0.148
C -1.833 -0.277 0.047
C -2.578 0.864 -0.233
C -4.091 0.832 -0.090
C -4.666 -0.119 -1.189
C -4.893 -1.559 -0.686
C -4.506 -2.643 -1.688
F -4.351 -2.184 -2.951
F -5.526 -3.560 -1.731
C -3.234 -3.453 -1.331
F -3.118 -3.691 -0.026
F -2.150 -2.795 -1.785
F -3.237 -4.647 -1.957
C -1.902 2.007 -0.645
C -0.532 2.050 -0.847
S 0.229 3.553 -1.429
C 0.208 0.885 -0.601
C 1.690 0.754 -0.811
O 2.480 1.635 -0.579
C 2.104 -0.562 -1.387
C 3.095 -0.664 -2.381
C 3.337 -1.913 -2.908
C 2.674 -3.049 -2.472
C 1.722 -2.973 -1.471
S 0.899 -4.470 -0.956
C 1.431 -1.703 -0.949
H -2.288 -1.199 0.383
H -4.371 0.458 0.895
H -4.461 1.845 -0.252
H -5.599 0.283 -1.584
H -3.948 -0.079 -2.009
H -4.417 -1.703 0.282
H -5.961 -1.688 -0.508
H -2.503 2.885 -0.853
H 0.726 3.171 -2.620
H 3.600 0.227 -2.727
H 4.051 -2.024 -3.718
H 2.858 -4.026 -2.901
H -0.286 -4.400 -1.593
C 0.012 -2.216 -5.940
Cl 0.333 -2.809 -7.577
Cl 1.511 -2.007 -5.022
H -0.492 -1.259 -6.009
H -0.615 -2.937 -5.427
C -8.796 -1.210 0.549
Cl -7.345 -1.495 1.516
Cl -8.604 0.184 -0.523
H -8.989 -2.089 -0.054
H -9.626 -1.023 1.220
C -2.586 3.173 3.253
Cl -1.991 2.043 4.469
Cl -1.592 3.107 1.791
H -3.597 2.890 2.987
H -2.574 4.177 3.661
C 3.109 -3.534 -9.692
Cl 4.297 -4.845 -9.663
Cl 1.870 -3.780 -10.929
H 2.625 -3.491 -8.725
H 3.627 -2.604 -9.895
C 3.275 -4.458 2.250
Cl 3.588 -4.991 0.600
Cl 4.783 -4.163 3.137
H 2.698 -3.540 2.213
H 2.720 -5.228 2.774
C -1.470 7.295 5.196
Cl -1.625 6.043 6.437
Cl -2.339 6.876 3.710
H -1.881 8.216 5.581
H -0.421 7.422 4.959
C -4.766 3.896 8.087
Cl -3.510 3.308 6.996
Cl -6.151 4.554 7.198
H -5.110 3.072 8.701
H -4.350 4.681 8.709
C -7.025 1.373 4.318
Cl -8.254 1.411 3.052
Cl -5.421 1.088 3.646
H -7.028 2.328 4.832
H -7.254 0.572 5.012
C 0.670 -2.047 4.680
Cl 0.362 -0.311 4.642
Cl 2.401 -2.395 4.820
H 0.161 -2.476 5.535
H 0.301 -2.484 3.758
C -1.152 11.037 6.976
Cl -0.055 9.648 6.915
Cl -2.457 10.899 5.792
H -1.588 11.089 7.966
H -0.585 11.935 6.763
C 7.433 -5.422 -0.770
Cl 8.709 -5.835 -1.924
Cl 5.962 -4.876 -1.576
H 7.199 -6.302 -0.182
H 7.789 -4.622 -0.130
C 4.364 4.168 -0.417
Cl 4.903 3.779 -2.056
Cl 4.147 5.911 -0.194
H 3.418 3.672 -0.241
H 5.114 3.820 0.283
C -0.797 -7.869 -1.725
Cl -0.494 -8.426 -3.375
Cl 0.705 -7.594 -0.835
H -1.348 -6.937 -1.771
H -1.376 -8.623 -1.205
C -4.525 12.288 9.178
Cl -5.157 11.155 7.980
Cl -3.083 11.666 9.997
H -4.269 13.215 8.679
H -5.289 12.462 9.926
C 7.871 -5.014 -9.950
Cl 9.255 -5.217 -8.864
Cl 8.071 -3.613 -11.006
H 7.774 -5.903 -10.561
H 6.979 -4.873 -9.352
C 5.537 -1.243 1.099
Cl 4.233 -1.216 -0.108
Cl 7.117 -1.532 0.349
H 5.560 -0.282 1.600
H 5.346 -2.034 1.812
C 7.864 -2.492 -6.550
Cl 6.112 -2.241 -6.488
Cl 8.745 -0.970 -6.384
H 8.149 -3.151 -5.739
H 8.119 -2.939 -7.504
```

Its LUMO energy is -0.67 eV. As for the orbital gap: 8.27 eV.

***

# C6H12O

2 unconnected molecules or ions with the total composition C6H12O at a distorted geometry (ωB97M-V/def2-TZVPD, the Open Molecules 2025 dataset).

```
19
Properties=species:S:1:pos:R:3
C 0.614 0.810 -1.900
C 0.617 0.401 -0.490
C 0.841 1.323 0.487
C 1.312 -1.791 0.294
C 0.399 -0.929 -0.079
C -1.060 -1.293 -0.151
H -0.140 1.504 -2.231
H 0.277 -0.055 -2.561
H 1.522 1.365 -2.144
H 0.939 0.915 1.492
H 0.985 2.401 0.299
H 0.938 -2.789 0.582
H 2.342 -1.746 0.489
H -1.445 -1.631 -1.104
H -1.789 -0.485 0.271
H -1.211 -2.238 0.583
H -1.053 0.925 1.375
H -2.350 0.786 0.787
O -1.919 1.241 1.649
```

Its LUMO energy (alpha / beta) is 4.04 / 3.94 eV. As for the orbital gap (alpha / beta): 2.91 / 7.60 eV. Its net charge is -1. The multiplicity is 2. Its expectation value of S² is 0.754.

***

# C10H25N2P

2 unconnected molecules or ions with the total composition C10H25N2P at a distorted geometry (ωB97M-V/def2-TZVPD, the Open Molecules 2025 dataset).

```
38
Properties=species:S:1:pos:R:3
C 0.141 -1.374 2.391
C -0.597 -1.283 1.016
C -1.957 -0.519 0.959
C -0.725 -2.623 0.346
P 0.652 -0.306 -0.230
N 2.131 -0.972 0.243
C 1.195 1.483 0.492
C 0.033 2.449 0.295
C 1.589 1.476 2.030
C 2.464 1.827 -0.256
H -0.425 -1.996 3.086
H 1.236 -1.790 2.217
H 0.137 -0.359 2.691
H -2.727 -1.216 1.454
H -2.130 -0.273 -0.140
H -2.005 0.384 1.430
H -1.197 -2.552 -0.629
H 0.202 -3.142 0.474
H -1.316 -3.345 0.873
H 2.864 -0.873 -0.368
H 2.160 -1.876 0.596
H 0.358 3.312 -0.405
H -0.870 1.980 0.048
H -0.285 2.974 1.255
H 1.816 2.519 2.145
H 2.308 0.743 2.361
H 0.700 1.223 2.641
H 2.317 1.249 -1.199
H 2.606 2.913 -0.535
H 3.224 1.491 0.489
C -1.485 -1.273 -3.927
N -2.253 -0.645 -3.182
C -2.015 0.645 -2.761
H -1.721 -2.370 -4.043
H -0.580 -0.853 -4.375
H -1.094 1.190 -3.238
H -2.926 1.273 -2.645
H -1.825 0.510 -1.599
```

Its LUMO energy is 0.84 eV. As for the orbital gap: 8.48 eV.

***

# C4H6O4

A single C4H6O4 molecule at a distorted geometry (ωB97M-V/def2-TZVPD, the Open Molecules 2025 dataset).

```
14
Properties=species:S:1:pos:R:3
C -0.718 -0.265 -0.960
C -0.782 -1.636 -1.643
C -0.409 0.032 0.458
C 0.746 0.875 0.837
O -1.935 -0.966 -1.267
O -0.946 -0.627 1.537
O 0.751 2.078 0.039
O 1.859 0.183 0.703
H -0.227 0.429 -1.677
H -0.729 -2.692 -1.419
H 0.559 1.346 1.866
H -1.744 -1.077 1.038
H 1.033 1.727 -0.853
H 2.542 0.593 1.341
```

Its LUMO energy (alpha / beta) is 0.11 / 0.24 eV. As for the orbital gap (alpha / beta): 7.53 / 8.69 eV.

***

# C3H3LiNaO4

A molecular structure, C3H3LiNaO4 at a distorted geometry (ωB97M-V/def2-TZVPD, the Open Molecules 2025 dataset).

```
12
Properties=species:S:1:pos:R:3
H 2.336 1.076 0.857
O 0.308 0.992 1.334
O 0.239 -1.173 -0.298
C 1.323 0.903 0.420
C 1.394 -0.439 -0.254
H 1.240 1.686 -0.381
H 2.223 -0.806 -0.863
O -0.952 0.039 -1.892
C -0.940 -0.615 -0.840
O -1.954 -0.793 -0.103
Li -3.974 -0.685 0.105
Na -1.242 -0.185 1.914
```

Its LUMO energy (alpha / beta) is -2.16 / -2.18 eV. As for the orbital gap (alpha / beta): 3.50 / 4.53 eV. The multiplicity is 2. Its expectation value of S² is 0.754.

***

# C32H57N2O10P

3 unconnected molecules or ions with the total composition C32H57N2O10P at a distorted geometry (ωB97M-V/def2-TZVPD, the Open Molecules 2025 dataset).

```
102
Properties=species:S:1:pos:R:3
C 1.939 -3.126 0.986
O 2.298 -2.207 -0.073
C 1.309 -2.153 -1.126
C 0.395 -0.794 -1.055
C 1.133 0.249 -0.056
C 0.464 1.700 -0.061
C 1.142 2.914 -0.800
C 0.396 4.286 -0.795
C -0.992 4.499 -0.086
C -1.638 3.307 0.656
C -3.055 3.344 1.412
C -0.892 1.948 0.646
C 0.365 -0.214 -2.575
P -0.914 -1.121 -3.662
O -1.072 -2.605 -3.327
O -2.369 -0.218 -3.491
O -0.413 -0.840 -5.295
O -0.984 -1.049 -0.707
C -1.119 -1.858 0.476
C -2.632 -1.848 1.083
O -3.294 -0.578 0.874
C -4.303 -0.647 -0.125
C -4.292 -1.542 -1.384
C -5.463 -1.472 -2.399
C -6.663 -0.518 -2.171
C -6.707 0.431 -0.921
C -5.524 0.326 0.066
H 1.663 -2.516 1.911
H 2.836 -3.800 1.249
H 1.069 -3.823 0.749
H 1.902 -2.084 -2.117
H 0.652 -3.079 -1.223
H 1.183 -0.134 1.023
H 2.232 0.389 -0.387
H 2.142 2.794 -1.352
H 0.867 5.168 -1.360
H -1.537 5.497 -0.114
H -3.001 2.862 2.450
H -3.754 2.659 0.793
H -3.529 4.379 1.399
H -1.365 1.067 1.192
H 0.041 0.899 -2.601
H 1.421 -0.216 -3.047
H -2.056 0.673 -3.197
H 0.180 -0.047 -5.218
H -0.884 -2.980 0.301
H -0.426 -1.532 1.328
H -2.482 -1.944 2.228
H -3.234 -2.765 0.771
H -3.392 -2.248 -1.508
H -5.435 -2.160 -3.310
H -7.552 -0.461 -2.882
H -7.544 1.166 -0.704
H -5.538 1.024 0.977
C 7.491 4.383 -3.198
O 7.338 5.555 -2.412
C 7.444 6.766 -3.165
C 6.083 7.456 -3.284
N 5.180 6.708 -4.159
C 3.785 7.150 -4.092
C 3.061 7.030 -2.741
O 2.822 5.689 -2.324
C 3.924 5.067 -1.679
H 7.603 3.535 -2.520
H 6.606 4.207 -3.814
H 8.381 4.441 -3.831
H 7.891 6.597 -4.152
H 8.113 7.423 -2.601
H 6.224 8.463 -3.689
H 5.673 7.548 -2.273
H 5.212 5.727 -3.905
H 3.233 6.547 -4.822
H 3.728 8.188 -4.437
H 2.069 7.477 -2.870
H 3.545 7.605 -1.945
H 4.525 5.775 -1.102
H 4.542 4.544 -2.412
H 3.530 4.314 -0.995
C -4.146 -5.654 6.369
O -3.224 -6.731 6.292
C -3.501 -7.646 5.230
C -2.453 -7.530 4.121
N -2.587 -6.269 3.392
C -1.452 -5.964 2.517
C -0.072 -5.786 3.170
O 0.040 -4.624 3.987
C -0.457 -4.779 5.308
H -3.982 -5.137 7.316
H -3.978 -4.938 5.560
H -5.179 -6.011 6.343
H -4.515 -7.519 4.834
H -3.433 -8.650 5.662
H -2.573 -8.364 3.423
H -1.468 -7.616 4.591
H -2.683 -5.510 4.058
H -1.701 -5.030 2.001
H -1.386 -6.739 1.745
H 0.649 -5.645 2.359
H 0.261 -6.678 3.712
H -0.318 -5.794 5.691
H -1.510 -4.493 5.348
H 0.089 -4.091 5.954
```

Its LUMO energy is 0.33 eV. As for the orbital gap: 8.38 eV.

***

# C7H14

3 unconnected molecules or ions with the total composition C7H14 (ωB97M-V/def2-TZVPD, the Open Molecules 2025 dataset).

```
21
Properties=species:S:1:pos:R:3
C 0.433 1.621 0.066
C -1.037 1.444 -0.336
C -1.729 0.196 0.215
C -1.073 -1.128 -0.213
C 0.253 -1.381 0.476
C 1.457 -0.761 -0.040
C 1.413 0.649 -0.599
H 0.530 1.539 1.158
H 0.733 2.644 -0.195
H -1.102 1.434 -1.435
H -1.600 2.326 -0.005
H -1.753 0.244 1.313
H -2.775 0.201 -0.119
H -1.744 -1.958 0.045
H -0.958 -1.148 -1.305
H 0.110 -1.473 1.547
H 1.361 -2.412 0.937
H 2.055 -1.744 1.060
H 2.186 -1.358 -0.574
H 2.433 1.048 -0.510
H 1.217 0.606 -1.684
```

Its LUMO energy is 0.63 eV. As for the orbital gap: 9.08 eV.